No. 1
Here is 8 unconnected molecules or ions with the total composition C6H28N2O7 at a distorted geometry from OMol25. Energies are from ωB97M-V with the def2-TZVPD basis set.

Summary:
**ΔE to the lowest compared entry with this formula, charge and spin**: 26.2 kcal/mol
**Multiplicity**: 1

Element x y z (Å)
C (-1.46538, -3.14424, -0.66395)
C (-0.58229, -1.90383, -0.82359)
C (0.65149, -1.91185, 0.02907)
C (0.34514, -1.46073, 1.45763)
N (0.62568, 2.22484, 2.31961)
C (0.65172, 0.83245, 2.38998)
C (0.01789, 0.00075, 1.54777)
N (-0.40240, -1.70749, -2.32164)
H (-2.16363, -3.24776, -1.49514)
H (-2.17881, -3.02911, 0.17577)
H (-1.07262, -4.10550, -0.33280)
H (-1.19346, -1.04149, -0.62335)
H (1.29228, -1.11714, -0.38269)
H (1.25952, -2.81562, -0.00197)
H (1.14524, -1.65603, 2.18047)
H (-0.42163, -2.11328, 1.88816)
H (-0.03035, 2.57557, 1.63797)
H (0.75181, 2.70151, 3.19519)
H (1.28562, 0.45191, 3.19013)
H (-0.91334, 0.42070, 1.16863)
H (-0.63887, -2.57315, -2.78878)
H (0.60095, -1.57694, -2.46964)
H (-3.59424, 0.26949, -1.45651)
H (-2.08015, 0.07206, -1.79225)
O (-2.70492, 0.54805, -1.22498)
H (-3.13895, 1.23584, 2.67279)
H (-2.06304, 0.25357, 3.03566)
O (-3.02167, 0.35868, 3.06331)
H (2.13162, 0.35028, -3.49156)
H (2.47520, -0.36524, -2.19773)
O (2.05903, -0.51128, -3.06058)
H (0.11017, 1.82241, -2.30944)
H (1.04793, 0.50602, -2.05265)
O (0.96089, 1.46097, -2.06758)
H (3.54099, -0.00680, 0.20901)
H (3.10916, 1.35815, -0.44372)
O (3.47416, 0.46946, -0.61992)
H (3.09583, 2.82906, 0.91144)
H (1.65218, 2.83350, 0.36131)
O (2.57177, 2.98379, 0.13649)
H (-1.85586, 2.07824, 0.19818)
H (-2.96671, 2.98001, 0.07821)
O (-2.36792, 2.67015, 0.77368)

Atomic partial charges in e from the natural (NBO) method, atoms 1 to 5:
1 C -0.65
2 C -0.07
3 C -0.40
4 C -0.43
5 N -0.84

No. 2
Here is 2 unconnected molecules or ions with the total composition Cl2H3N2OP at a distorted geometry from OMol25. Energies are from ωB97M-V with the def2-TZVPD basis set.

Summary:
**ΔE to the lowest compared entry with this formula, charge and spin**: 39.0 kcal/mol
**Multiplicity**: 1

Element x y z (Å)
N (2.51773, 1.30404, -1.00988)
N (1.91044, 0.25481, -1.27609)
O (-1.70923, -0.32280, 2.02487)
P (-1.14526, -0.71243, 0.55155)
Cl (-2.70952, -1.86927, -0.24225)
Cl (-1.43836, 1.06937, -0.22723)
H (2.79248, 1.59064, -1.95156)
H (-1.79708, -0.98116, 2.68856)
H (1.57879, -0.33321, -0.55796)

Atomic partial charges in e from the natural (NBO) method, atoms 1 to 5:
1 N -0.29
2 N -0.34
3 O -1.00
4 P 1.08
5 Cl -0.34

No. 3
Here is a single C27H34N4O5 molecule from OMol25. Energies are from ωB97M-V with the def2-TZVPD basis set.

Summary:
**ΔE to the lowest compared entry with this formula, charge and spin**: 21.1 kcal/mol
**Multiplicity**: 1

Element x y z (Å)
C (0.48612, 4.95846, 1.55317)
C (0.21906, 4.59193, 0.09994)
H (1.06937, 4.03683, -0.31025)
H (0.03097, 5.48289, -0.50314)
O (-0.95830, 3.79972, -0.03375)
C (-0.82234, 2.47383, 0.19234)
O (0.24227, 1.94934, 0.47323)
C (-2.06406, 1.76447, 0.04788)
C (-2.27379, 0.39000, 0.17992)
N (-1.23892, -0.46266, 0.50122)
C (-1.14741, -1.81355, 0.50265)
O (-2.03473, -2.60253, 0.25251)
C (0.25217, -2.26670, 0.94676)
N (1.22454, -1.30089, 0.45994)
C (2.53531, -1.31423, 1.08307)
C (3.32831, -0.09929, 0.57898)
N (3.47461, -0.05662, -0.86269)
C (2.16290, -0.15565, -1.46758)
C (1.36967, -1.37530, -0.98533)
H (0.37960, -1.37199, -1.44697)
H (1.87886, -2.30840, -1.28915)
H (2.26434, -0.17764, -2.55482)
H (1.61004, 0.74255, -1.17792)
C (4.46091, -0.98550, -1.38737)
C (5.84717, -0.58630, -0.95504)
C (6.22768, 0.74955, -1.00334)
C (7.49956, 1.13084, -0.61929)
C (8.41029, 0.18038, -0.18685)
C (8.03947, -1.15158, -0.13682)
C (6.76307, -1.53146, -0.51603)
H (6.47863, -2.57399, -0.47112)
H (8.74392, -1.89769, 0.20164)
H (9.40509, 0.47741, 0.11154)
H (7.78472, 2.17227, -0.65827)
H (5.50695, 1.48113, -1.33469)
H (4.40690, -0.93118, -2.48105)
H (4.27946, -2.03454, -1.10064)
H (4.31905, -0.08343, 1.03735)
H (2.78269, 0.80233, 0.87010)
H (2.42703, -1.22378, 2.16300)
H (3.08338, -2.24908, 0.86627)
C (0.19428, -2.36284, 2.47319)
H (1.07045, -2.86719, 2.87290)
H (0.11899, -1.36905, 2.90838)
H (-0.68585, -2.93679, 2.75503)
H (0.42324, -3.27846, 0.53482)
H (-0.34073, 0.01489, 0.64291)
C (-3.65840, 0.16489, -0.05388)
C (-4.47714, -0.96902, -0.06162)
C (-5.82270, -0.85159, -0.32972)
C (-6.39527, 0.42800, -0.59506)
C (-5.59005, 1.55567, -0.58763)
C (-4.23458, 1.43088, -0.32101)
N (-3.26405, 2.37628, -0.25646)
H (-3.36939, 3.36553, -0.39781)
H (-6.04435, 2.51127, -0.79283)
O (-7.69995, 0.69873, -0.87027)
C (-8.68434, -0.30884, -0.93171)
H (-9.60913, 0.21844, -1.16757)
H (-8.79423, -0.82762, 0.02239)
H (-8.47070, -1.03753, -1.71584)
O (-6.66441, -1.93843, -0.35449)
C (-6.11431, -3.21058, -0.11113)
H (-5.34457, -3.46532, -0.84526)
H (-5.68859, -3.27945, 0.89442)
H (-6.94768, -3.90645, -0.20066)
H (-4.02262, -1.92486, 0.13019)
H (0.68028, 4.05834, 2.13117)
H (-0.37326, 5.47279, 1.97708)
H (1.35450, 5.60831, 1.61107)

Atomic partial charges in e from the natural (NBO) method, atoms 1 to 5:
1 C -0.63
2 C -0.07
3 H 0.20
4 H 0.19
5 O -0.52

No. 4
Here is a single C5H5ClN2 molecule at a distorted geometry from OMol25. Energies are from ωB97M-V with the def2-TZVPD basis set.

Summary:
**ΔE to the lowest compared entry with this formula, charge and spin**: 12.6 kcal/mol
**Multiplicity**: 1

Element x y z (Å)
C (-1.11398, 1.74419, 0.46032)
C (-1.45150, 0.61347, 1.24966)
C (-0.60681, -0.37260, 0.77782)
C (1.12855, -0.39546, -1.02012)
C (1.55041, -1.66007, -0.95096)
H (-2.18376, 0.53678, 2.04526)
H (-0.47068, -1.37787, 1.09333)
H (1.53717, 0.31710, -1.73538)
H (2.34824, -1.99686, -1.63547)
H (1.13013, -2.37692, -0.22603)
N (0.12881, 0.19298, -0.21845)
N (-0.17460, 1.48573, -0.41881)
Cl (-1.82198, 3.28954, 0.57882)

Atomic partial charges in e from the natural (NBO) method, atoms 1 to 5:
1 C 0.09
2 C -0.33
3 C -0.02
4 C 0.00
5 C -0.45

No. 5
Here is 4 unconnected molecules or ions with the total composition C3H14NO3 at a distorted geometry from OMol25. Energies are from ωB97M-V with the def2-TZVPD basis set.

Summary:
**Net charge**: +1
**ΔE to the lowest compared entry with this formula, charge and spin**: 51.0 kcal/mol
**Multiplicity**: 1

Element x y z (Å)
C (0.75927, 0.95900, 1.01269)
C (0.37796, -0.55742, 1.02315)
C (0.23196, -1.69942, -1.25601)
N (-0.20107, -0.77553, -0.35569)
H (1.25275, 1.32621, 0.02188)
H (1.20563, 1.35516, 1.97136)
H (-0.20309, 1.46828, 0.74011)
H (-0.32811, -0.81403, 1.84188)
H (1.30301, -1.09042, 1.15425)
H (-0.46349, -1.85067, -2.06431)
H (1.26661, -2.11196, -1.14554)
H (-1.15395, -0.35498, -0.63546)
H (-2.91078, 1.52480, -0.31683)
H (-2.15242, 1.18150, -1.56031)
O (-2.16711, 1.02709, -0.63295)
H (2.98796, -4.09836, -0.09389)
H (1.62769, -4.27241, 0.48204)
O (2.14328, -3.58202, 0.05621)
H (-0.47996, 4.00004, -0.09261)
H (-1.74767, 4.65133, -0.03459)
O (-1.34850, 3.71382, -0.11539)

Atomic partial charges in e from the natural (NBO) method, atoms 1 to 5:
1 C -0.65
2 C -0.24
3 C 0.10
4 N -0.43
5 H 0.23

In eV, the frontier orbital gap values for the records above are, in order, 8.8 9.8 7.9 9.8 10.1.
In eV, the electronic energy values for the records above are, in order, -23988.110 -39409.904 -44749.090 -20767.532 -10962.796.